(1)
The following is a DFT calculation (ωB97M-V/def2-TZVPD) of a structure of composition C25H13AsF6IrN5O10S4.

Structure (XYZ):
```
65
Properties=species:S:1:pos:R:3:forces:R:3
Ir -0.1395 -0.1412 -0.2302 -0.15 0.32 -0.19
O -3.6536 2.3761 -0.8361 -0.02 -0.02 0.03
As -2.7526 2.0465 0.6626 0.00 -0.01 -0.15
O -3.7903 1.9812 1.8958 0.03 0.05 0.00
O -2.0039 0.5913 0.1550 0.04 -0.19 0.10
C -1.5005 3.5256 0.5799 0.03 0.00 0.10
C -1.9360 4.6646 -0.0882 -0.01 0.02 0.01
C -1.1167 5.7821 -0.1791 -0.02 -0.01 -0.01
C 0.1444 5.7722 0.3912 0.02 -0.01 0.00
C 0.5894 4.6429 1.0611 0.02 0.01 0.00
C -0.2333 3.5325 1.1563 -0.02 -0.03 -0.05
S 0.4150 2.0834 1.9488 -0.07 0.02 -0.02
O 1.5349 2.4856 2.7414 -0.08 0.14 -0.20
O 0.9243 1.2769 0.7465 0.03 -0.09 0.11
O -0.6938 1.4028 2.5633 0.05 0.04 0.04
H -3.2627 1.8227 -1.5233 0.00 0.02 -0.02
H -2.9149 4.6694 -0.5471 0.00 0.00 0.00
H -1.4661 6.6583 -0.7100 0.00 0.00 0.00
H 0.7935 6.6322 0.2988 0.00 0.00 0.00
H 1.5726 4.6049 1.5092 0.00 0.00 0.00
S -0.6368 -3.7264 -2.8465 0.01 0.00 -0.01
C -2.2061 -3.4336 -2.1592 -0.02 -0.02 -0.01
C -3.3648 -4.1831 -2.3274 0.00 0.01 0.01
C -4.4880 -3.7976 -1.6236 0.00 0.01 0.00
C -4.4509 -2.6948 -0.7639 0.00 -0.01 -0.01
C -3.3051 -1.9436 -0.6004 -0.01 0.01 0.01
C -2.1726 -2.3142 -1.3242 0.01 0.00 0.01
N -0.9131 -1.7136 -1.2916 -0.06 -0.01 -0.02
C -0.0211 -2.3664 -2.0004 0.00 0.00 0.00
C 1.3549 -1.9312 -1.9305 0.02 0.01 -0.02
C 2.4089 -2.4910 -2.6476 0.00 -0.01 0.01
C 3.6801 -1.9852 -2.4582 0.00 0.00 0.01
C 3.8907 -0.9428 -1.5566 0.01 0.00 0.00
C 2.8410 -0.3834 -0.8462 -0.03 0.04 -0.01
C 1.5518 -0.8764 -1.0261 0.04 -0.03 0.06
H -3.3787 -5.0476 -2.9775 0.00 0.00 0.00
H -5.4033 -4.3647 -1.7289 0.00 0.00 0.00
H -5.3362 -2.4235 -0.2048 0.00 0.00 0.00
H -3.2649 -1.0965 0.0685 0.01 0.00 -0.01
H 2.2366 -3.3035 -3.3440 0.00 0.00 0.00
H 4.5137 -2.3975 -3.0107 0.00 0.00 0.00
H 4.8935 -0.5618 -1.4105 0.00 0.00 0.00
H 3.0135 0.4166 -0.1392 0.00 -0.01 -0.02
F 0.7611 -4.0969 1.6372 0.03 0.01 0.02
C -0.3678 -3.7807 2.2697 -0.03 0.02 0.01
F -0.4579 -4.4999 3.3830 -0.01 -0.01 -0.01
F -1.3964 -4.0878 1.4729 0.01 0.00 0.01
S -0.4127 -1.9791 2.6693 -0.14 0.22 -0.13
O -0.2111 -1.4843 1.2901 0.17 -0.13 -0.03
O -1.6893 -1.7454 3.2423 0.01 -0.03 0.03
N 0.7483 -1.7079 3.6228 -0.02 -0.15 0.09
S 2.3068 -1.7107 3.2803 0.08 0.05 0.07
O 2.9343 -2.9450 3.6433 -0.07 0.03 0.00
O 2.6149 -1.1114 2.0178 0.04 0.02 -0.04
C 2.8276 -0.5034 4.5731 -0.04 0.07 0.02
F 2.2234 0.6623 4.4272 0.10 -0.26 0.11
F 2.5693 -0.9812 5.7916 0.01 -0.03 0.00
F 4.1486 -0.3291 4.4588 0.03 0.00 0.00
N -0.0795 1.1001 -1.7734 -0.08 -0.06 -0.03
C 0.7030 1.7539 -2.3505 0.16 0.00 0.22
C 1.6200 2.4974 -3.0223 -0.08 -0.02 -0.12
C 2.2997 1.9152 -4.1288 0.01 0.02 0.00
N 2.8518 1.4419 -5.0222 -0.01 -0.01 0.00
C 1.9056 3.8307 -2.6189 -0.01 0.01 0.00
N 2.1470 4.9133 -2.3098 -0.01 0.01 0.01
```
Forces are in eV/Å.

## Properties
Gap between HOMO and LUMO (spin up / spin down) = 8.05 / 6.05 eV
Energy relative to the best compared isomer or geometry (same formula, charge and spin) = 0.000 eV
Energy = -177386.023 eV
⟨S²⟩ = 0.7564
Total charge = -1
Max |F| = 0.4 eV/Å
Multiplicity = 2
Highest occupied orbital energy (spin up / spin down) = -0.25218 / -0.25038 Ha

Want to see where the charge sits? The Mulliken charges in e are:
1 Ir 3.488
2 O -0.679
3 As 0.950
4 O -0.792
5 O -0.849
6 C -0.100
7 C -0.635
8 C -0.560
9 C -0.635
10 C -0.726
11 C 0.284
12 S 1.695
13 O -0.705
14 O -0.423
15 O -0.644
16 H 0.302
17 H 0.479
18 H 0.383
19 H 0.382
20 H 0.487
21 S -0.411
22 C 0.780
23 C -0.710
24 C -0.492
25 C -1.079
26 C -0.179
27 C -0.881
28 N 0.092
29 C 0.624
30 C 1.220
31 C -0.572
32 C -0.965
33 C -0.775
34 C 0.225
35 C -0.872
36 H 0.401
37 H 0.391
38 H 0.458
39 H 0.682
40 H 0.439
41 H 0.407
42 H 0.498
43 H 0.465
44 F -0.200
45 C 0.659
46 F -0.236
47 F -0.185
48 S 0.644
49 O -1.153
50 O -0.718
51 N -0.486
52 S 1.013
53 O -0.649
54 O -0.476
55 C 0.614
56 F -0.163
57 F -0.238
58 F -0.228
59 N -0.906
60 C 1.008
61 C 0.152
62 C 0.010
63 N -0.535
64 C 0.135
65 N -0.509



(2)
The following is a DFT calculation (ωB97M-V/def2-TZVPD) of a structure of composition C25H15AlI2N6O4 at a distorted geometry.

Structure (XYZ):
```
53
Properties=species:S:1:pos:R:3:forces:R:3
Al 1.0966 -0.4253 -0.2993 -0.93 0.32 0.32
C 3.7124 2.3635 -1.9522 0.04 0.22 0.19
C 3.3962 3.5896 -1.3556 -0.04 -0.46 -0.04
C 2.4282 3.6113 -0.3873 -0.12 -0.32 0.03
C 1.7638 2.4248 -0.0049 1.03 0.07 -0.91
N 2.1031 1.2346 -0.5805 -0.23 0.22 0.26
C 3.0566 1.2367 -1.5304 0.45 -0.09 -0.43
N 0.8007 2.5851 0.9154 -1.47 -0.08 1.18
C 0.1744 1.6094 1.4930 0.95 0.48 -0.40
N 0.4064 0.2755 1.2965 0.19 0.13 0.04
C -0.3933 -0.4477 2.1427 0.30 -1.03 -0.03
N -0.4148 -1.7325 2.2855 -1.10 1.27 0.51
C 0.4527 -2.5494 1.6647 0.88 -0.87 -0.38
C 0.3950 -3.9066 2.0401 0.07 0.23 -0.11
C 1.3317 -4.7915 1.5766 0.13 0.22 -0.20
C 2.3377 -4.3162 0.7307 -0.03 0.03 0.11
C 2.3123 -2.9961 0.3574 0.44 -0.26 -0.21
N 1.3847 -2.1186 0.7721 -0.44 0.06 0.07
C -1.2089 0.4681 2.9186 -0.35 1.05 0.21
C -2.1621 0.2510 3.8965 0.24 -0.06 -0.22
C -2.7637 1.3655 4.4618 0.00 0.03 0.04
C -2.4152 2.6522 4.0614 -0.05 0.01 0.04
C -1.4512 2.8732 3.0881 0.22 -0.15 -0.20
C -0.8522 1.7664 2.5139 -0.73 -0.51 0.74
H 4.4518 2.3075 -2.7340 0.05 -0.13 -0.03
H 3.9072 4.4905 -1.6556 0.01 0.13 -0.04
H 2.1204 4.5160 0.1103 -0.03 0.07 0.02
H 3.2775 0.2726 -1.9678 -0.05 0.02 -0.07
H -0.3991 -4.1995 2.7061 -0.05 0.01 0.09
H 1.3059 -5.8307 1.8664 -0.04 -0.08 0.02
H 3.1076 -4.9735 0.3618 0.10 0.03 -0.07
H 3.0618 -2.5832 -0.3037 -0.06 -0.18 -0.15
H -2.4168 -0.7521 4.1990 -0.05 -0.10 0.04
H -3.5082 1.2262 5.2321 -0.07 0.05 0.02
H -2.9048 3.4993 4.5168 -0.05 0.06 0.06
H -1.1693 3.8674 2.7854 0.01 0.17 -0.05
O -5.2023 0.0979 -3.1849 -0.86 0.78 0.08
C -4.4416 -0.8410 -3.3653 1.46 0.22 0.63
O -4.5070 -1.9133 -3.9435 -0.13 -0.93 -0.59
C -3.0259 -0.6129 -2.6426 -0.78 0.02 -0.21
C -2.9443 0.3391 -1.6338 0.25 -0.10 0.07
C -1.7720 0.4693 -0.9202 -0.30 0.22 0.13
N -0.6906 -0.2574 -1.2045 0.53 -0.13 0.11
C -0.7412 -1.1185 -2.2354 -0.23 -0.18 -0.42
C -1.8926 -1.3492 -2.9635 0.36 0.10 0.19
C 0.5903 -1.7551 -2.5294 -0.24 -0.33 -0.44
O 0.7514 -2.5985 -3.3696 -0.05 0.02 -0.02
O 1.5448 -1.2533 -1.7780 1.00 -0.18 -0.02
H -3.8177 0.9401 -1.4302 -0.05 0.06 0.02
H -1.6708 1.1869 -0.1164 -0.09 -0.04 0.07
H -1.9138 -2.0758 -3.7610 -0.03 -0.09 -0.04
I 0.7479 1.2062 -4.5020 0.06 0.11 -0.09
I 2.6604 2.6723 -5.6414 -0.14 -0.09 0.08
```
Forces are in eV/Å.

## Properties
Gap between HOMO and LUMO = 5.50 eV
Energy relative to the best compared isomer or geometry (same formula, charge and spin) = 0.227 eV
Energy = -66104.122 eV
Max |F| = 1.9 eV/Å
Highest occupied orbital energy = -0.28208 Ha

Want to see where the charge sits? The Mulliken charges in e are:
1 Al -0.419
2 C -0.983
3 C -0.356
4 C -0.645
5 C 0.656
6 N 0.390
7 C -0.334
8 N -0.577
9 C -0.644
10 N 0.268
11 C 0.048
12 N -0.635
13 C 0.480
14 C -0.589
15 C -0.344
16 C -0.941
17 C -0.039
18 N 0.291
19 C 0.298
20 C -0.278
21 C -0.611
22 C -0.630
23 C -0.343
24 C 0.748
25 H 0.599
26 H 0.436
27 H 0.526
28 H 0.653
29 H 0.506
30 H 0.428
31 H 0.440
32 H 0.465
33 H 0.564
34 H 0.427
35 H 0.414
36 H 0.560
37 O -0.691
38 C 0.404
39 O -0.677
40 C 0.276
41 C -1.135
42 C 0.349
43 N 0.513
44 C 0.349
45 C -1.010
46 C 0.236
47 O -0.644
48 O -0.440
49 H 0.563
50 H 0.387
51 H 0.613
52 I 0.223
53 I -0.148



(3)
The following is a DFT calculation (ωB97M-V/def2-TZVPD) of a structure of composition C25H15Cl2GdN3O9S2 at a distorted geometry.

Structure (XYZ):
```
57
Properties=species:S:1:pos:R:3:forces:R:3
Gd 0.6545 -1.4971 0.0924 0.56 -0.30 1.74
Cl 3.3690 -5.9023 0.2988 -0.72 -0.23 0.19
C 1.6360 -5.8853 0.6464 1.64 -0.22 -0.01
C 0.9718 -7.0460 0.9888 -0.85 0.49 -0.74
C -0.3835 -6.9834 1.1162 -0.12 -0.79 0.67
Cl -1.1465 -8.3808 1.7994 -0.54 -0.59 -0.11
C -1.1152 -5.8046 0.9873 0.24 0.92 0.56
C -2.5095 -5.6589 1.0934 0.48 -0.81 0.00
C -3.0835 -4.4232 1.0286 -0.12 -1.12 0.13
C -2.2632 -3.3044 0.9174 0.22 0.20 0.15
N -0.9651 -3.4003 0.7945 0.53 0.17 -0.13
C -0.3647 -4.6203 0.8560 -1.14 0.02 -0.67
C 1.0288 -4.6477 0.6490 0.38 -0.42 0.11
O 1.6787 -3.5804 0.4637 0.25 2.43 -0.89
H 1.4118 -8.0067 1.0486 0.77 -0.54 0.21
H -3.0356 -6.6015 1.2359 -0.42 0.45 -0.11
H -4.1488 -4.4112 1.0548 -0.57 0.62 0.15
H -2.6282 -2.2995 0.9877 -0.43 0.35 -0.25
O 1.0911 3.2665 3.9756 -1.25 -1.53 -0.83
C 0.5947 2.2241 3.5471 1.68 0.36 1.39
C -0.4774 2.0088 2.5312 0.78 -1.23 -1.17
O -1.2058 2.8268 2.0148 -0.72 0.63 -0.06
C -0.2391 0.6290 2.0282 -0.31 1.30 1.35
C 0.6603 -0.0958 2.8070 0.20 0.83 0.24
O 1.0418 -1.2621 2.5002 0.09 -0.60 -1.09
C 1.2074 0.8120 3.8342 1.22 0.38 0.94
O 2.1027 0.5906 4.6439 -1.29 0.25 -0.90
O -0.7497 0.1167 0.9611 -0.25 -0.72 -0.71
C 0.6745 6.1248 -1.0942 -1.00 -0.66 1.08
C 1.1927 4.7182 -1.1984 0.94 0.06 0.67
C 1.2871 4.0351 -2.3923 -0.82 0.54 -0.47
C 1.6187 2.6963 -2.4090 0.74 0.09 -0.34
C 2.0214 2.0594 -1.2589 -0.38 0.83 0.60
C 1.9456 2.7444 -0.0191 1.86 -1.63 0.00
C 1.6282 4.0760 -0.0300 -1.08 0.21 -0.48
S 2.4797 0.3717 -1.4297 0.17 -0.58 -0.47
O 2.6680 -0.0411 -0.0089 -0.11 -0.71 -0.68
O 3.5810 0.1359 -2.3672 -1.63 0.72 1.62
O 1.1795 -0.2614 -1.8943 0.69 -0.35 0.55
H 1.1161 6.7952 -1.8061 0.08 0.39 -0.35
H 0.7966 6.4887 -0.0552 0.21 0.01 -0.64
H -0.4286 6.0660 -1.2130 0.51 0.32 -0.28
H 0.9971 4.5724 -3.3010 0.10 -0.41 0.12
H 1.6565 2.1346 -3.3208 -0.08 -0.05 -0.50
H 2.3484 2.2312 0.8937 -0.70 0.59 -0.90
H 1.5851 4.6462 0.8700 0.09 0.09 0.71
S -2.3368 -1.1552 -1.8500 0.29 -0.16 -0.06
C -2.1537 0.5040 -2.1101 -0.26 3.09 -4.72
N -1.8450 1.3449 -1.0989 0.29 -0.24 3.39
C -1.6454 2.6895 -1.2009 -0.47 1.74 -0.50
C -1.8046 3.3411 -2.3991 -0.18 -2.44 0.64
C -2.1299 2.4526 -3.4662 0.24 1.18 -0.12
N -2.2713 1.1403 -3.3311 -0.46 -3.52 1.75
H -1.7694 0.9471 -0.1390 0.31 0.30 -0.64
H -1.5095 3.2106 -0.2750 0.31 -0.07 0.43
H -1.7160 4.3931 -2.5701 0.10 0.35 0.27
H -2.2986 2.8751 -4.4272 -0.10 0.00 -0.81
```
Forces are in eV/Å.

## Properties
Gap between HOMO and LUMO (spin up / spin down) = 4.82 / 4.13 eV
Energy relative to the best compared isomer or geometry (same formula, charge and spin) = 4.779 eV
Energy = -116616.629 eV
⟨S²⟩ = 16.1068
Total charge = -1
Max |F| = 5.6 eV/Å
Multiplicity = 8
Highest occupied orbital energy (spin up / spin down) = -0.11964 / -0.19537 Ha

Want to see where the charge sits? The Mulliken charges in e are:
1 Gd 0.771
2 Cl -0.227
3 C 0.115
4 C -0.830
5 C 0.746
6 Cl -0.286
7 C -0.183
8 C -0.432
9 C -1.238
10 C -0.273
11 N 0.017
12 C 0.564
13 C 0.371
14 O -0.877
15 H 0.479
16 H 0.384
17 H 0.405
18 H 0.782
19 O -0.661
20 C 0.426
21 C 0.042
22 O -0.687
23 C 0.644
24 C 1.008
25 O -0.792
26 C 0.194
27 O -0.651
28 O -0.479
29 C -1.484
30 C 1.202
31 C -0.795
32 C -0.533
33 C 0.029
34 C -0.381
35 C -0.735
36 S 1.516
37 O -0.684
38 O -0.702
39 O -0.600
40 H 0.388
41 H 0.364
42 H 0.266
43 H 0.323
44 H 0.469
45 H 0.485
46 H 0.344
47 S -0.168
48 C 0.251
49 N 0.199
50 C -0.359
51 C -0.342
52 C -0.555
53 N -0.616
54 H 0.357
55 H 0.505
56 H 0.506
57 H 0.417



(4)
The following is a DFT calculation (ωB97M-V/def2-TZVPD) of a structure of composition C25H15Cl4N3O6W at a distorted geometry.

Structure (XYZ):
```
54
Properties=species:S:1:pos:R:3:forces:R:3
W -9.7524 9.2353 14.1254 -0.59 -0.60 -0.57
C -9.4426 11.8022 12.2225 -0.40 -0.57 0.00
N -10.2786 10.6693 12.7142 0.21 0.57 -0.13
C -11.5648 10.7215 12.3688 0.36 0.28 -0.08
C -12.4513 9.8625 12.9757 -1.01 -0.06 0.07
C -13.8726 9.7149 12.9281 1.20 0.30 -0.51
C -14.1520 8.7405 13.8594 -1.37 -0.07 -0.44
C -12.9569 8.3168 14.4357 0.51 0.52 0.03
N -11.9223 9.0142 13.9269 0.17 -0.62 0.77
C -9.0353 11.7269 10.7597 -0.42 -0.65 1.05
C -9.1837 10.5421 10.0669 -0.23 0.06 -0.79
C -8.8248 10.4478 8.7249 0.20 0.40 0.19
C -8.2618 11.5638 8.0940 -0.28 -0.92 0.46
C -8.1356 12.7336 8.8121 0.96 0.76 -0.55
C -8.4800 12.8174 10.1399 -0.39 0.18 -0.20
H -8.5619 11.8267 12.8339 0.55 -0.03 0.37
H -9.9978 12.7081 12.4416 -0.02 0.34 -0.15
H -11.8841 11.4768 11.6446 0.01 -0.20 0.17
H -14.4866 10.2671 12.2219 -0.15 -0.27 0.40
H -15.1365 8.3417 14.0862 0.27 0.08 0.02
H -12.9137 7.5856 15.2295 0.57 0.02 -0.07
H -9.6550 9.7083 10.5437 -0.06 -0.43 0.21
H -8.9949 9.5049 8.2205 0.18 0.09 -0.17
H -7.8697 11.4968 7.0968 -0.14 0.02 -0.37
H -7.6677 13.6006 8.3404 -0.21 -0.21 0.06
H -8.3804 13.7464 10.6627 0.13 0.39 0.26
Cl -3.5872 6.9044 12.3513 -0.21 -0.30 -0.02
C -5.2953 6.9891 12.6238 0.23 0.31 0.33
C -6.1489 5.9637 12.2184 -1.16 0.69 0.13
Cl -5.5343 4.5380 11.5088 0.18 -0.20 -0.14
C -7.5640 6.1235 12.3486 0.69 0.59 0.59
Cl -8.6426 4.9385 11.7371 -0.11 0.01 0.12
C -8.0592 7.2715 12.9933 1.13 -0.75 -0.37
O -9.3470 7.5361 13.2702 -0.17 -0.16 -0.37
C -7.1575 8.2805 13.3769 -0.82 0.52 0.22
O -7.7787 9.3850 13.8417 0.41 -0.15 0.23
C -5.7874 8.1535 13.2413 -0.21 -0.24 -0.87
Cl -4.7831 9.5156 13.5634 -0.09 -0.13 0.18
O -9.7291 10.5265 15.8069 0.17 -1.04 1.58
C -9.6420 9.5194 16.6377 -0.31 1.36 -1.24
O -9.8354 8.3752 16.1076 0.31 0.50 0.07
C -9.2645 9.6840 18.0591 0.42 -0.14 0.61
C -9.0777 10.9249 18.6947 -0.23 -0.21 -0.02
C -8.6158 10.9942 20.0187 -0.31 -0.23 -1.20
C -8.2615 9.8209 20.6880 -0.23 1.27 0.02
C -8.4230 8.6251 20.0420 -0.23 -0.04 -0.69
C -8.9350 8.5214 18.7607 0.38 0.14 -0.47
N -8.0124 7.4105 20.7164 -0.95 -1.52 0.10
O -8.5983 6.3740 20.4025 0.56 0.77 0.03
O -7.1742 7.4880 21.5792 0.41 0.18 0.26
H -9.3055 11.8338 18.1413 0.04 -0.16 0.14
H -8.5306 11.9907 20.4338 0.15 -0.26 0.35
H -7.8841 9.8667 21.6928 0.16 -0.14 0.18
H -8.9234 7.5728 18.2381 -0.31 -0.03 0.23
```
Forces are in eV/Å.

## Properties
Gap between HOMO and LUMO (spin up / spin down) = 6.37 / 7.17 eV
Energy = -94838.539 eV
⟨S²⟩ = 2.0163
Max |F| = 1.9 eV/Å
Multiplicity = 3
Highest occupied orbital energy (spin up / spin down) = -0.28048 / -0.30429 Ha

Want to see where the charge sits? The Mulliken charges in e are:
1 W 2.319
2 C -1.655
3 N 0.000
4 C 0.504
5 C -0.162
6 C -0.976
7 C -0.634
8 C -0.526
9 N -0.111
10 C 0.898
11 C -0.080
12 C -0.747
13 C -0.478
14 C -0.469
15 C -0.622
16 H 0.450
17 H 0.559
18 H 0.411
19 H 0.446
20 H 0.427
21 H 0.496
22 H 0.402
23 H 0.398
24 H 0.402
25 H 0.342
26 H 0.438
27 Cl -0.191
28 C 0.503
29 C 0.036
30 Cl -0.183
31 C 0.146
32 Cl -0.182
33 C -0.012
34 O -0.787
35 C 0.512
36 O -0.821
37 C -0.081
38 Cl -0.193
39 O -0.802
40 C 1.053
41 O -0.797
42 C -0.267
43 C -0.428
44 C -0.643
45 C -0.466
46 C 0.276
47 C -0.354
48 N 0.914
49 O -0.550
50 O -0.565
51 H 0.459
52 H 0.391
53 H 0.492
54 H 0.510



What is the formula in the first record?
C25H13AsF6IrN5O10S4